A structure of composition C33H28Ge2N5RuS3 in a non-equilibrium geometry, computed with the ωB97M-V functional and the def2-TZVPD basis.

```
72
Properties=species:S:1:pos:R:3:forces:R:3:mulliken_charge:R:1
Ru 1.195 -0.227 0.190 -0.051 0.128 -0.205 1.07
Ge -1.932 2.202 -0.635 0.178 0.041 -0.034 0.63
Ge -1.166 0.279 0.627 -0.614 0.250 -0.416 -0.56
S 1.686 1.630 1.365 0.063 0.494 0.586 -0.31
S 2.033 0.693 -1.551 -0.139 -0.040 -0.105 -0.55
S 3.741 -2.710 2.881 0.152 -0.202 0.171 -0.10
N 2.235 -1.516 1.259 0.540 -0.968 0.328 0.28
N 6.035 5.125 -3.035 -0.014 -0.037 0.023 -0.45
N 5.606 6.353 0.853 -0.035 -0.015 -0.007 -0.44
N 1.162 -4.251 -0.964 -0.185 0.058 -0.192 -0.03
N 0.802 -2.070 -0.822 -0.265 0.065 -0.521 0.68
C -3.908 -2.387 -1.126 0.021 0.080 -0.008 -0.89
C -1.046 -4.020 -3.940 -0.036 0.073 -0.026 -0.53
C 5.034 5.449 0.436 -0.038 -0.173 -0.113 -0.31
C -0.692 -1.876 -2.850 0.016 -0.020 -0.047 -0.08
C 1.410 -3.105 -0.303 0.264 0.012 0.407 0.22
C 3.003 -3.648 1.650 0.057 -0.030 0.076 -0.04
C 0.102 -2.550 -1.926 0.123 0.252 0.170 0.02
C -2.587 -3.711 0.381 -0.021 0.024 -0.037 -0.87
C -3.603 -3.615 -0.566 0.025 -0.035 0.022 -0.55
C -2.167 -1.329 0.189 0.016 -0.324 -0.040 0.43
C -1.578 1.784 3.058 0.007 -0.063 0.097 -0.03
C -1.588 2.009 4.428 0.006 0.011 -0.042 -0.89
C -0.254 -4.695 -3.034 0.012 0.065 0.019 -1.31
C -1.258 -2.630 -3.853 0.020 -0.074 -0.005 -0.76
C -1.740 1.823 -2.531 -0.050 -0.083 -0.236 -1.19
C 2.999 -1.317 2.311 -0.108 0.162 -0.023 -0.31
C 0.316 -3.921 -2.027 0.136 -0.292 0.136 0.42
C 4.317 4.298 -0.058 0.106 0.198 0.031 0.52
C -0.690 -0.188 4.801 0.017 0.030 -0.015 -1.07
C -0.686 -0.414 3.432 -0.036 0.042 -0.001 0.40
C -3.783 2.543 -0.168 -0.274 0.089 0.040 -1.12
C -1.881 -2.578 0.752 -0.062 0.037 0.016 0.40
C -0.782 3.704 -0.216 0.109 0.226 0.043 -0.97
C -1.140 0.564 2.541 0.226 -0.101 0.361 0.46
C -1.142 1.025 5.299 0.021 -0.008 0.016 -0.47
C 2.236 -2.855 0.874 -0.144 -0.003 -0.188 -0.93
C 5.350 4.571 -2.299 -0.140 -0.078 0.152 -0.29
C 3.781 2.767 -1.846 -0.199 -0.228 0.007 -1.02
C 3.476 3.622 0.794 -0.123 -0.123 0.015 -1.07
C 2.776 2.490 0.341 -0.007 0.118 0.138 0.50
C 2.925 2.078 -0.974 0.247 0.201 -0.440 1.12
C 4.473 3.865 -1.395 0.278 0.321 -0.134 0.48
C -3.189 -1.254 -0.755 -0.038 -0.140 0.043 0.04
H -0.843 -0.808 -2.779 -0.007 -0.004 0.018 0.33
H 3.181 -4.708 1.571 -0.006 0.020 0.002 0.44
H -1.942 2.956 4.815 0.000 -0.006 -0.004 0.43
H -4.158 -4.497 -0.856 0.007 0.006 0.007 0.43
H 0.246 3.470 -0.492 0.006 0.020 -0.009 0.15
H -4.137 3.405 -0.736 -0.018 -0.014 0.023 0.47
H -4.703 -2.306 -1.856 0.006 0.005 0.008 0.45
H -3.890 2.764 0.894 -0.010 -0.001 -0.011 0.37
H -1.098 -2.680 1.496 -0.010 0.023 0.001 0.09
H -3.441 -0.307 -1.216 0.007 0.025 -0.005 0.16
H -1.103 4.574 -0.793 -0.008 -0.014 0.021 0.51
H 1.534 -5.160 -0.752 -0.013 -0.012 -0.008 0.23
H -4.419 1.691 -0.404 -0.008 0.016 0.010 0.36
H -2.358 -4.667 0.834 0.003 0.007 -0.001 0.48
H 3.126 -0.345 2.766 -0.011 -0.003 -0.048 0.44
H -1.513 -4.572 -4.744 0.006 0.007 0.003 0.43
H -0.087 -5.760 -3.111 0.002 0.009 0.013 0.46
H -1.881 -2.147 -4.593 0.004 -0.022 -0.001 0.47
H -0.707 1.553 -2.756 0.001 0.000 -0.026 0.27
H -2.400 1.019 -2.856 0.022 0.014 -0.030 0.35
H 3.357 3.958 1.815 -0.013 -0.010 -0.004 0.55
H -0.801 3.962 0.842 0.022 0.009 -0.006 0.33
H -1.147 1.206 6.366 -0.010 -0.007 -0.008 0.40
H -0.347 -0.959 5.480 0.002 0.003 -0.006 0.44
H 3.900 2.442 -2.872 -0.007 -0.013 0.022 0.54
H -1.987 2.716 -3.106 -0.002 -0.004 0.018 0.56
H -0.335 -1.374 3.066 -0.031 -0.001 -0.012 0.20
H -1.925 2.568 2.397 0.007 0.009 -0.031 0.14
```
Positions in Å, forces in eV/Å.

For the total energy, the calculation gives -190241.5580 eV. The HOMO energy is -10.67 eV. As for the net charge: +1.

=====

A structure of composition C33H28MnN4O5S in a non-equilibrium geometry, computed with the ωB97M-V functional and the def2-TZVPD basis.

```
72
Properties=species:S:1:pos:R:3:forces:R:3:mulliken_charge:R:1
Mn -0.168 0.434 -0.006 -0.762 1.372 0.403 0.80
S -2.005 0.448 -2.503 0.281 0.191 0.195 -0.41
O 0.237 1.402 1.479 0.313 -0.883 0.283 -1.03
O 1.348 4.403 4.958 -0.001 0.046 0.123 -0.46
O -0.715 2.383 -0.693 0.225 0.244 -0.033 0.03
O 2.705 -0.102 -2.908 -0.157 -0.341 -0.201 -0.47
O -2.591 -2.755 0.924 0.253 -0.333 -0.002 -0.40
N 1.483 0.777 -1.261 -0.140 -0.516 0.196 0.48
N -1.559 -0.782 0.985 0.484 0.436 -0.534 0.51
N -0.031 -1.246 -0.982 0.164 -1.560 -0.599 0.11
N -3.727 -1.365 -1.224 0.039 0.017 -0.016 -0.60
C 2.257 1.919 -1.774 -0.047 0.167 -0.143 -0.47
C -1.737 -1.918 0.402 -0.324 0.200 0.344 0.11
C 1.747 -0.232 -2.018 0.174 0.654 0.130 0.05
C -2.451 -0.742 2.153 0.068 0.082 0.256 -0.21
C -3.044 -0.597 -1.775 -0.259 -0.268 -0.137 0.68
C 3.717 5.009 -0.177 0.044 0.031 0.034 -0.80
C -3.983 0.683 3.506 0.079 -0.052 -0.003 -0.73
C 3.270 2.354 0.500 0.033 -0.029 -0.041 -0.12
C 0.990 -2.562 -2.687 0.204 0.243 0.010 -0.48
C -3.243 0.529 2.337 0.072 0.078 -0.063 0.25
C 0.921 -1.426 -1.907 -0.199 -0.224 -0.166 0.14
C 3.094 4.158 -1.076 -0.095 -0.016 -0.040 -0.35
C 0.857 4.116 3.750 -0.115 0.065 -0.311 0.92
C 3.290 1.209 -2.672 0.137 0.274 0.180 -0.48
C -0.896 -3.412 -1.479 -0.031 -0.103 -0.043 -0.71
C 0.047 -3.562 -2.485 -0.165 0.035 0.109 -0.62
C -4.715 1.838 3.724 -0.012 -0.012 0.038 -0.64
C -3.335 -1.985 1.908 -0.162 0.278 0.025 -0.73
C 1.752 3.333 5.799 0.031 -0.061 0.071 -0.79
C 4.114 4.535 1.065 0.023 0.012 -0.026 -0.52
C -3.986 2.697 1.606 -0.011 0.047 0.021 -0.84
C -0.599 3.523 -0.195 -0.139 -0.006 -0.092 1.02
C 0.425 5.221 2.989 0.014 0.131 0.099 -1.20
C -0.145 3.744 1.150 0.170 -0.444 0.139 0.31
C -0.985 4.658 -1.104 0.044 -0.008 0.049 -1.71
C 0.763 2.839 3.229 0.039 -0.441 -0.035 -0.33
C -0.061 5.028 1.731 0.001 -0.050 0.004 -1.30
C 3.882 3.211 1.403 -0.016 -0.056 0.055 -0.63
C 0.279 2.631 1.931 -0.276 0.987 -0.072 0.48
C -3.256 1.539 1.385 -0.019 -0.146 -0.051 0.30
C -0.886 -2.248 -0.736 0.211 0.141 0.015 0.48
C 2.874 2.825 -0.745 -0.027 -0.015 0.067 0.24
C -4.712 2.852 2.776 -0.028 0.022 -0.003 -0.65
H 2.571 2.764 5.352 -0.015 0.027 -0.021 0.28
H -3.494 -2.603 2.786 0.070 -0.053 -0.041 0.36
H 0.485 6.208 3.426 0.009 -0.018 0.007 0.51
H -0.585 4.455 -2.096 -0.023 -0.023 -0.006 0.34
H 3.093 1.321 0.771 -0.012 -0.011 0.014 0.32
H 3.452 1.694 -3.628 -0.058 -0.061 -0.032 0.34
H 3.896 6.042 -0.445 -0.016 -0.003 -0.009 0.44
H 0.915 2.665 6.014 -0.002 0.016 -0.015 0.33
H 2.094 3.793 6.721 -0.004 -0.005 -0.007 0.26
H -0.401 5.890 1.177 0.020 0.006 -0.020 0.40
H 1.762 -2.634 -3.440 -0.028 -0.063 -0.009 0.57
H 2.773 4.534 -2.042 0.009 -0.002 0.001 0.46
H -1.813 -0.881 3.033 -0.080 -0.020 0.018 0.54
H -5.283 1.949 4.638 -0.013 -0.004 -0.012 0.41
H -1.643 -4.162 -1.261 0.016 -0.011 -0.043 0.61
H -0.647 5.632 -0.768 -0.009 0.020 -0.021 0.49
H -3.985 -0.108 4.249 0.014 0.039 0.038 0.44
H -5.286 3.753 2.946 0.013 0.002 0.004 0.43
H -2.724 1.412 0.452 -0.013 0.033 -0.086 0.17
H 0.049 -4.448 -3.104 0.022 -0.013 0.027 0.48
H -2.073 4.665 -1.195 -0.002 0.009 0.011 0.29
H 1.563 2.503 -2.388 0.021 0.001 0.023 0.65
H 4.614 5.194 1.762 -0.050 0.009 0.019 0.45
H -4.283 -1.710 1.447 0.024 -0.035 -0.059 0.45
H 4.179 2.838 2.374 0.020 0.007 -0.003 0.42
H 1.066 1.963 3.785 0.014 0.059 -0.004 0.47
H -3.996 3.479 0.857 -0.001 -0.022 -0.015 0.50
H 4.244 1.067 -2.163 -0.049 -0.072 0.011 0.37
```
Positions in Å, forces in eV/Å.

For the total energy, the calculation gives -93024.7762 eV. The multiplicity is 5. The HOMO energy (alpha / beta) is -10.40 / -10.37 eV. As for the net charge: +1.

=====

A structure of composition C33H28N2O7PS2Sn in a non-equilibrium geometry, computed with the ωB97M-V functional and the def2-TZVPD basis.

```
74
Properties=species:S:1:pos:R:3:forces:R:3:mulliken_charge:R:1
Sn 10.189 9.391 10.125 -0.051 0.243 -0.755 1.11
S 13.264 10.808 13.196 -0.390 -1.306 -1.237 -0.44
S 14.581 13.702 13.834 0.106 2.790 -0.574 -0.26
P 14.369 11.994 14.527 0.749 -1.478 0.281 0.94
O 5.901 7.682 11.240 -0.564 -0.487 -0.097 -0.44
O 8.053 7.751 10.667 0.206 -0.371 -0.407 -0.56
O 7.991 10.378 10.262 0.211 -1.183 -0.130 -0.28
O 12.805 10.227 10.587 -1.328 -0.320 0.353 0.51
O 9.576 13.505 9.833 -1.357 -2.362 0.104 -0.67
O 10.223 9.704 12.140 0.483 -1.067 -1.078 -0.55
O 10.200 11.426 9.359 -0.976 -0.929 0.901 -0.71
N 11.762 12.526 11.772 -0.713 2.552 -3.825 -0.57
N 11.782 11.763 12.672 1.860 -2.651 4.019 1.78
C 18.303 9.636 13.825 -2.717 2.059 0.773 -0.74
C 17.667 9.557 15.083 1.506 -0.997 -0.362 -0.52
C 17.682 10.438 12.840 3.295 -0.600 -2.174 -0.42
C 8.075 11.756 10.478 -0.431 0.741 -0.094 -0.37
C 9.317 12.286 9.826 2.471 3.089 -0.579 0.62
C 13.951 12.655 17.091 0.752 1.182 1.410 -0.45
C 9.263 11.997 15.559 1.094 -1.955 -2.863 0.63
C 12.237 10.450 17.599 0.313 1.014 0.000 -0.80
C 10.357 12.377 14.666 0.701 -0.427 1.030 0.80
C 9.650 13.879 16.913 0.951 0.765 1.068 -0.64
C 14.030 13.805 9.058 1.087 -0.174 -1.767 -0.71
C 13.495 8.982 10.490 -0.184 -0.235 -2.223 -1.30
C 13.409 12.399 18.354 0.147 2.534 0.167 -0.66
C 8.649 10.728 15.231 1.268 0.167 -2.548 -1.31
C 12.694 12.570 10.728 2.428 0.720 -2.610 0.46
C 9.968 10.344 13.227 -1.383 0.457 1.076 0.89
C 6.889 9.813 10.904 -1.613 0.197 0.720 -0.38
C 16.495 10.243 15.310 -1.997 0.327 0.047 -0.50
C 15.925 11.049 14.298 0.087 -0.910 0.249 0.50
C 14.611 12.552 8.527 -2.195 2.599 2.729 -0.73
C 11.193 13.482 15.084 -1.669 -0.445 0.601 -0.38
C 14.265 11.376 9.128 -0.645 0.900 -0.651 -0.87
C 12.466 11.419 18.571 0.614 -0.601 0.146 -0.52
C 13.659 11.731 16.151 0.845 -0.450 -2.081 0.40
C 12.885 10.624 16.390 -1.336 -0.660 0.819 -0.23
C 16.556 11.141 13.026 -2.010 0.265 2.447 -0.51
C 10.690 11.466 13.571 -1.280 1.836 0.917 -1.45
C 8.877 12.789 16.624 -0.310 0.426 0.787 -0.75
C 8.890 9.935 14.108 0.908 1.410 1.050 -0.54
C 6.992 8.287 10.859 0.731 1.659 0.502 0.49
C 13.211 11.398 10.064 1.226 -0.177 2.152 0.95
C 10.880 14.164 16.239 -1.148 0.471 -0.299 -0.89
C 13.128 13.844 10.093 -1.774 -1.459 1.229 -0.90
H 11.482 15.058 16.538 -0.570 -1.031 -0.216 0.41
H 14.779 10.501 8.754 -0.568 -0.452 0.337 0.50
H 7.917 10.288 15.788 -2.017 -0.419 2.128 0.60
H 13.111 8.401 11.286 -0.618 -0.657 0.870 0.40
H 11.522 9.657 17.717 -0.090 -0.201 0.167 0.46
H 12.601 14.761 10.459 0.882 -0.786 -0.456 0.47
H 5.931 10.241 10.479 0.887 -0.757 0.254 0.42
H 14.567 9.111 10.734 -0.387 -0.117 -0.907 0.42
H 13.139 8.446 9.490 1.544 1.089 1.874 0.24
H 15.909 10.090 16.248 0.792 0.279 -0.711 0.29
H 16.082 11.799 12.342 0.065 0.372 -0.926 0.51
H 15.260 12.582 7.712 1.091 0.140 -1.029 0.59
H 13.596 13.199 19.095 -0.199 -0.847 -0.102 0.34
H 19.271 9.326 13.612 1.406 -1.140 -0.066 0.45
H 12.572 9.942 15.642 0.308 -0.461 -0.923 0.52
H 12.008 13.899 14.559 0.843 -0.255 -0.966 0.91
H 14.332 14.755 8.517 -0.517 -1.239 0.951 0.34
H 9.404 14.535 17.755 -0.103 -0.323 -0.286 0.39
H 6.096 6.729 11.262 -0.179 -0.021 0.071 0.39
H 8.151 11.967 11.535 0.141 0.051 0.606 0.12
H 14.574 13.574 16.851 -0.853 -1.346 0.477 0.34
H 18.255 10.595 11.855 -0.986 -0.437 1.538 0.28
H 18.102 8.926 15.883 -0.301 0.560 -0.575 0.37
H 7.144 12.224 10.148 0.289 0.258 -0.333 0.52
H 7.983 12.517 17.220 0.709 0.298 -0.453 0.42
H 11.999 11.387 19.530 -0.364 -0.141 0.443 0.47
H 6.869 10.095 11.999 0.137 -0.294 -0.841 0.29
H 8.303 9.003 13.976 0.693 0.715 -0.148 0.53
```
Positions in Å, forces in eV/Å.

For the total energy, the calculation gives -88770.4387 eV. The HOMO energy is -10.53 eV. As for the net charge: +1.